Molecular formula: C6H13N
Method: DFT, ωB97M-V/def2-TZVPD

The geometry in XYZ format:
```
20
Properties=species:S:1:pos:R:3:forces:R:3
C 2.974 -0.268 -0.031 0.0510 0.0114 -0.0168
C 1.481 -0.555 0.103 -0.0465 -0.0277 0.0445
C 0.622 0.286 -0.834 0.1452 0.0389 -0.0144
N -0.778 -0.091 -0.726 0.0979 -0.0531 -0.0315
C -1.761 0.960 -0.904 -0.1709 0.1596 -0.1323
C -1.507 0.372 0.439 0.0297 -0.0080 0.2022
C -2.402 -0.632 1.125 -0.0336 -0.0029 -0.0083
H 3.200 0.785 0.178 -0.0507 -0.1444 -0.0341
H 3.333 -0.491 -1.043 -0.0636 0.0367 0.1310
H 3.555 -0.876 0.669 -0.0793 0.0912 -0.1076
H 1.276 -1.613 -0.099 0.0370 0.1215 0.0228
H 1.160 -0.365 1.136 0.0373 -0.0478 -0.1298
H 0.931 0.121 -1.875 -0.0227 0.0475 0.1439
H 0.781 1.361 -0.619 -0.0710 -0.1410 0.0291
H -2.647 0.701 -1.481 0.1064 -0.0107 0.1559
H -1.386 1.971 -1.077 -0.0675 -0.1776 0.0289
H -0.960 1.028 1.123 -0.0081 -0.0954 -0.1430
H -3.042 -0.153 1.875 0.0761 -0.0257 -0.1337
H -3.040 -1.157 0.408 0.1273 0.1168 0.0444
H -1.788 -1.383 1.635 -0.0939 0.1105 -0.0513
```
Forces are in eV/Å.

- Structure (SMILES): CCCN1C[C@H]1C
- Electronic energy: -291.126348 a.u.
- Orbital gap: 10.32 eV
- Relative energy (zero: lowest compared OMol25 entry of this formula, charge and spin): 0.882 eV

The natural (NBO) scheme yields these atomic charges, measured in e: -0.60, -0.40, -0.21, -0.41, -0.25, -0.08, -0.61, 0.20, 0.20, 0.21, 0.21, 0.19, 0.19, 0.16, 0.20, 0.19, 0.18, 0.21, 0.22, 0.21



Molecular formula: C6H13N
Method: DFT, ωB97M-V/def2-TZVPD

The geometry in XYZ format:
```
20
Properties=species:S:1:pos:R:3:forces:R:3
C -1.320 1.745 0.569 0.0086 0.0330 -0.0286
C -0.761 0.335 0.532 0.0237 0.1276 0.1303
N -1.168 -0.426 -0.587 -0.0481 -0.0901 0.0772
C -1.034 -1.792 -0.401 0.0203 -0.0994 -0.0338
C 0.692 0.190 0.101 0.0006 -0.2111 -0.2117
C 1.361 -1.018 0.531 0.0584 0.1545 0.0858
C 1.236 0.873 -1.138 0.0069 0.0810 -0.0299
H -2.381 1.710 0.833 0.1491 -0.0146 -0.0371
H -0.793 2.358 1.310 -0.0736 -0.0778 -0.1009
H -1.241 2.221 -0.413 -0.0018 -0.0777 0.1300
H -0.901 -0.149 1.519 0.0099 0.0199 -0.1309
H -1.379 -2.365 -1.266 0.0501 0.0847 0.1213
H 0.111 -2.056 -0.269 -0.1257 -0.0473 -0.0434
H -1.460 -2.206 0.533 0.0164 0.0803 -0.1023
H 1.543 0.273 1.014 0.1067 -0.0127 0.1018
H 1.111 -1.466 1.489 0.0010 0.0676 -0.1799
H 2.252 -1.368 0.015 -0.1420 0.0885 0.0690
H 0.641 1.750 -1.398 0.0745 -0.1423 0.0526
H 1.222 0.193 -1.995 -0.0030 0.0814 0.1336
H 2.270 1.198 -0.978 -0.1320 -0.0455 -0.0031
```
Forces are in eV/Å.

- Electronic energy: -290.998636 a.u.
- Orbital gap (spin up / spin down): 8.29 / 8.28 eV
- Relative energy (zero: lowest compared OMol25 entry of this formula, charge and spin): 4.357 eV

The natural (NBO) scheme yields these atomic charges, measured in e: -0.60, -0.07, -0.48, -0.41, -0.15, -0.48, -0.62, 0.22, 0.20, 0.21, 0.16, 0.21, 0.16, 0.16, 0.35, 0.23, 0.24, 0.23, 0.22, 0.21